ORCA calculation (wB97M-V/def2-TZVPD) on 2 unconnected molecules or ions with the total composition C2H10N3O.

Summary:
Molecular weight (g mol⁻¹): 92.12
HOMO (eV): -14.609
Spin multiplicity: 1
Charge: +1
F_max (eV/Å): 3.50
Orbital gap (eV): 11.64

Structure (XYZ):
```
16
Properties=species:S:1:pos:R:3:nbo_charge:R:1
C 1.299 0.864 2.053 0.676
N 0.330 0.474 2.867 -0.760
N 1.041 0.703 0.759 -0.553
N 2.505 1.252 2.509 -0.789
C 0.000 0.000 0.000 -0.430
H -0.481 -0.105 2.639 0.440
H 0.613 0.597 3.843 0.438
H 1.845 0.858 0.146 0.408
H 3.129 1.748 1.867 0.429
H 2.841 0.972 3.434 0.440
H 0.016 -1.038 0.372 0.212
H 0.205 -0.011 -1.084 0.254
H -1.008 0.416 0.163 0.228
O 0.628 2.156 5.534 -0.976
H 1.296 2.878 5.561 0.486
H 0.252 2.132 6.443 0.496
```

=====

ORCA calculation (wB97M-V/def2-TZVPD) on 2 unconnected molecules or ions with the total composition H3NO2S.

Summary:
Molecular weight (g mol⁻¹): 81.10
HOMO (spin up / spin down) (eV): -9.258 / -9.226
Spin multiplicity: 1
SMILES: O=S.NO
F_max (eV/Å): 1.50
Orbital gap (spin up / spin down) (eV): 7.80 / 7.73

Structure (XYZ):
```
7
Properties=species:S:1:pos:R:3:nbo_charge:R:1
O 3.657 0.371 0.577 -0.684
S 2.238 -0.006 0.523 0.684
N -1.063 0.479 -0.217 -0.514
O -1.261 -0.929 -0.030 -0.609
H -0.257 0.371 -0.860 0.330
H -1.805 0.763 -0.867 0.330
H -1.509 -1.050 0.873 0.463
```

=====

ORCA calculation (wB97M-V/def2-TZVPD) on a single C23H28N4O5 molecule.

Summary:
Molecular weight (g mol⁻¹): 440.50
HOMO (eV): -8.173
Spin multiplicity: 1
SMILES: CCOC(=O)[C@H]1CCCN(c2nc3ccccc3nc2[C@@H](C#N)C(=O)O[C@H](C)COC)C1
F_max (eV/Å): 0.98
Orbital gap (eV): 8.07

Structure (XYZ):
```
60
Properties=species:S:1:pos:R:3:nbo_charge:R:1
C -0.482 3.084 -4.130 -0.644
C 0.193 1.764 -4.469 -0.076
O 0.574 1.069 -3.276 -0.524
C 1.746 1.392 -2.723 0.817
O 2.541 2.151 -3.211 -0.602
C 1.908 0.706 -1.382 -0.357
C 3.380 0.486 -1.037 -0.386
C 3.508 -0.022 0.395 -0.415
C 2.792 0.932 1.348 -0.214
N 1.390 1.080 0.994 -0.416
C 0.512 0.201 1.562 0.377
N 1.053 -0.794 2.244 -0.463
C 0.274 -1.642 2.936 0.147
C 0.843 -2.727 3.631 -0.204
C 0.034 -3.581 4.329 -0.196
C -1.357 -3.390 4.370 -0.228
C -1.938 -2.344 3.705 -0.170
C -1.130 -1.459 2.972 0.063
N -1.677 -0.424 2.298 -0.362
C -0.919 0.371 1.602 0.214
C -1.715 1.443 0.878 -0.472
C -1.176 2.769 1.040 0.295
N -0.750 3.816 1.205 -0.288
C -1.906 1.038 -0.597 0.833
O -2.164 1.792 -1.495 -0.584
O -1.767 -0.271 -0.688 -0.509
C -1.795 -0.910 -1.973 0.076
C -3.214 -0.992 -2.516 -0.642
C -1.183 -2.287 -1.718 -0.071
O 0.157 -2.113 -1.323 -0.550
C 0.727 -3.264 -0.753 -0.245
C 1.257 1.634 -0.330 -0.200
H -1.296 2.915 -3.428 0.235
H 0.236 3.763 -3.676 0.220
H -0.875 3.538 -5.035 0.214
H 1.086 1.928 -5.081 0.202
H -0.494 1.089 -4.985 0.183
H 1.363 -0.242 -1.395 0.256
H 3.819 -0.228 -1.736 0.213
H 3.912 1.433 -1.150 0.215
H 4.558 -0.104 0.675 0.214
H 3.047 -1.007 0.485 0.208
H 2.849 0.564 2.372 0.237
H 3.244 1.927 1.293 0.197
H 1.913 -2.860 3.590 0.222
H 0.464 -4.417 4.861 0.216
H -1.967 -4.080 4.934 0.216
H -3.004 -2.179 3.720 0.223
H -2.719 1.432 1.325 0.308
H -1.151 -0.335 -2.649 0.224
H -3.213 -1.507 -3.472 0.220
H -3.611 0.010 -2.658 0.239
H -3.852 -1.532 -1.820 0.213
H -1.752 -2.782 -0.917 0.177
H -1.242 -2.901 -2.628 0.177
H 0.193 -3.561 0.159 0.174
H 0.720 -4.103 -1.459 0.168
H 1.754 -3.009 -0.501 0.197
H 0.219 1.798 -0.602 0.211
H 1.763 2.606 -0.341 0.219
```

=====

ORCA calculation (wB97M-V/def2-TZVPD) on a single C24H35N3O5S molecule.

Summary:
Molecular weight (g mol⁻¹): 477.63
HOMO (eV): -8.215
Spin multiplicity: 1
SMILES: CC[C@H]1CCCCN1CCCNC(=O)CS(=O)(=O)Cc1nc(-c2cccc(OC)c2)oc1C
F_max (eV/Å): 1.36
Orbital gap (eV): 8.68

Structure (XYZ):
```
68
Properties=species:S:1:pos:R:3:nbo_charge:R:1
C -3.535 1.981 -0.666 -0.621
C -3.881 0.622 -0.070 -0.395
C -3.007 0.243 1.136 -0.027
C -3.317 -1.193 1.603 -0.419
C -2.792 -2.231 0.612 -0.403
C -1.309 -1.993 0.341 -0.418
C -1.071 -0.535 -0.073 -0.240
N -1.583 0.440 0.879 -0.495
C -0.779 0.509 2.093 -0.214
C 0.435 1.431 1.937 -0.429
C 0.029 2.891 1.761 -0.226
N -0.430 3.133 0.410 -0.643
C 0.026 4.170 -0.300 0.651
O 0.781 5.020 0.140 -0.634
C -0.434 4.203 -1.745 -0.732
S 0.285 2.756 -2.596 2.153
O -0.484 1.607 -2.199 -0.959
O 0.350 3.023 -4.011 -0.953
C 2.016 2.576 -1.991 -0.656
C 2.300 1.131 -1.999 0.038
N 2.244 0.369 -0.868 -0.460
C 2.426 -0.861 -1.263 0.464
C 2.394 -2.044 -0.431 -0.022
C 2.488 -3.316 -1.001 -0.231
C 2.405 -4.427 -0.189 -0.188
C 2.224 -4.303 1.180 -0.294
C 2.133 -3.038 1.753 0.311
O 1.942 -2.794 3.079 -0.492
C 1.848 -3.888 3.959 -0.252
C 2.228 -1.911 0.941 -0.250
O 2.602 -0.958 -2.598 -0.398
C 2.512 0.305 -3.073 0.301
C 2.642 0.572 -4.525 -0.679
H -4.314 2.293 -1.358 0.209
H -2.600 1.915 -1.215 0.219
H -3.445 2.734 0.115 0.199
H -4.918 0.627 0.276 0.203
H -3.801 -0.130 -0.853 0.197
H -3.276 0.934 1.947 0.194
H -4.394 -1.309 1.734 0.209
H -2.842 -1.357 2.574 0.198
H -2.946 -3.236 1.016 0.205
H -3.348 -2.167 -0.325 0.194
H -0.952 -2.653 -0.451 0.213
H -0.732 -2.223 1.239 0.193
H -0.005 -0.355 -0.200 0.221
H -1.545 -0.344 -1.037 0.209
H -1.402 0.903 2.902 0.193
H -0.418 -0.479 2.410 0.179
H 1.036 1.124 1.080 0.237
H 1.046 1.341 2.836 0.211
H 0.874 3.561 1.941 0.233
H -0.768 3.148 2.468 0.186
H -0.962 2.370 0.002 0.460
H -0.070 5.097 -2.243 0.266
H -1.511 4.108 -1.848 0.267
H 2.629 3.138 -2.688 0.259
H 2.074 2.982 -0.987 0.272
H 2.617 -3.417 -2.066 0.224
H 2.477 -5.414 -0.621 0.217
H 2.155 -5.195 1.783 0.220
H 2.763 -4.489 3.954 0.177
H 0.992 -4.526 3.719 0.176
H 1.709 -3.457 4.949 0.203
H 2.166 -0.933 1.386 0.243
H 1.909 1.320 -4.822 0.262
H 2.473 -0.346 -5.080 0.237
H 3.638 0.946 -4.762 0.229
```

=====

ORCA calculation (wB97M-V/def2-TZVPD) on a molecular structure, C4H8N2OS.

Summary:
Molecular weight (g mol⁻¹): 132.19
HOMO (eV): -8.526
Spin multiplicity: 1
F_max (eV/Å): 6.63
Orbital gap (eV): 8.69

Structure (XYZ):
```
16
Properties=species:S:1:pos:R:3:nbo_charge:R:1
C -1.470 -0.543 1.133 -0.019
C -0.288 0.341 1.079 -0.356
C 0.635 0.127 -0.032 -0.277
C 2.046 0.217 -0.176 -0.101
H -2.946 -0.603 -1.739 0.388
H -2.065 0.857 -0.832 0.391
H -1.732 -1.279 1.867 0.219
H 0.136 0.776 2.175 0.257
H -0.082 -0.288 -0.887 0.283
H 2.128 0.712 -1.305 0.180
H 2.558 1.103 0.494 0.192
H 3.003 -1.415 -1.047 0.470
N -2.182 -0.225 -1.070 -0.701
N -2.297 -0.677 0.205 -0.238
O 2.693 -0.988 0.066 -0.691
S -0.137 1.888 0.069 0.003
```

=====

ORCA calculation (wB97M-V/def2-TZVPD) on 3 unconnected molecules or ions with the total composition C2H10NO3.

Summary:
Molecular weight (g mol⁻¹): 96.11
HOMO (eV): -3.595
Spin multiplicity: 1
Charge: -1
F_max (eV/Å): 1.85
Orbital gap (eV): 7.54

Structure (XYZ):
```
16
Properties=species:S:1:pos:R:3:nbo_charge:R:1
C -1.302 1.277 -0.873 -0.416
N -0.204 0.666 -0.161 -0.708
C -0.424 -0.799 0.163 0.121
O 0.688 -1.422 0.560 -0.946
H -2.277 0.950 -0.447 0.141
H -1.213 2.353 -0.740 0.187
H -1.353 0.886 -1.888 0.183
H 0.246 1.056 0.645 0.347
H -1.228 -0.833 0.934 0.070
H -0.824 -1.178 -0.803 0.077
H 0.514 0.218 2.466 0.447
H 1.296 -0.949 2.272 0.516
O 1.080 -0.332 3.030 -0.997
H 1.876 0.094 -1.807 0.461
H 1.226 -1.134 -1.350 0.503
O 1.900 -0.853 -2.001 -0.987
```